{"formula": "C83H183N10O9", "method": "ωB97M-V/def2-TZVPD", "largest_force_ev_per_a": 8.9, "lumo_ev": -12.14, "homo_lumo_gap_ha": 0.02028, "total_charge": 7, "homo_energy_ev": -12.687, "elements": ["C", "C", "C", "N", "C", "C", "C", "C", "C", "H", "H", "H", "H", "H", "H", "H", "H", "H", "H", "H", "H", "H", "H", "H", "H", "H", "H", "C", "C", "C", "N", "C", "C", "C", "C", "C", "H", "H", "H", "H", "H", "H", "H", "H", "H", "H", "H", "H", "H", "H", "H", "H", "H", "H", "C", "C", "C", "N", "C", "C", "C", "C", "C", "H", "H", "H", "H", "H", "H", "H", "H", "H", "H", "H", "H", "H", "H", "H", "H", "H", "H", "C", "C", "C", "N", "C", "C", "C", "C", "C", "H", "H", "H", "H", "H", "H", "H", "H", "H", "H", "H", "H", "H", "H", "H", "H", "H", "H", "C", "C", "C", "N", "C", "C", "C", "C", "C", "H", "H", "H", "H", "H", "H", "H", "H", "H", "H", "H", "H", "H", "H", "H", "H", "H", "H", "C", "C", "C", "N", "C", "C", "C", "C", "C", "H", "H", "H", "H", "H", "H", "H", "H", "H", "H", "H", "H", "H", "H", "H", "H", "H", "H", "C", "C", "C", "N", "C", "C", "C", "C", "C", "H", "H", "H", "H", "H", "H", "H", "H", "H", "H", "H", "H", "H", "H", "H", "H", "H", "H", "C", "C", "C", "N", "C", "C", "C", "C", "C", "H", "H", "H", "H", "H", "H", "H", "H", "H", "H", "H", "H", "H", "H", "H", "H", "H", "H", "C", "C", "C", "N", "C", "C", "C", "C", "C", "H", "H", "H", "H", "H", "H", "H", "H", "H", "H", "H", "H", "H", "H", "H", "H", "H", "H", "C", "C", "C", "N", "C", "C", "C", "C", "C", "H", "H", "H", "H", "H", "H", "H", "H", "H", "H", "H", "H", "H", "H", "H", "H", "H", "H", "O", "C", "O", "O", "H", "O", "C", "O", "O", "H", "O", "C", "O", "O", "H"], "xyz": [[-4.89576, -31.37542, -14.06896], [-4.53883, -31.62999, -12.61412], [-4.76501, -30.37094, -11.81521], [-4.53766, -30.41365, -10.33351], [-3.28493, -31.21607, -9.99697], [-4.33026, -29.00930, -9.89530], [-4.45498, -29.06071, -8.34364], [-5.33758, -30.31110, -8.15857], [-5.66012, -30.81676, -9.52129], [-4.88707, -32.31178, -14.62875], [-4.08643, -30.88156, -14.60528], [-5.87380, -30.88006, -14.20216], [-3.56368, -32.09936, -12.49940], [-5.20032, -32.38809, -12.19426], [-5.81854, -30.10690, -12.00210], [-4.11172, -29.54980, -12.19429], [-2.97829, -30.89938, -8.97785], [-2.60823, -30.92735, -10.76969], [-3.51272, -32.24353, -10.02334], [-3.32793, -28.73649, -10.28837], [-5.10187, -28.37554, -10.38995], [-3.49202, -29.24345, -7.87584], [-4.85024, -28.12012, -7.96661], [-4.76884, -31.05622, -7.61929], [-6.15857, -30.01745, -7.54363], [-5.77547, -31.90429, -9.49078], [-6.59117, -30.33931, -9.93551], [5.14574, -29.86135, -27.76431], [4.29010, -30.82607, -26.97323], [4.92586, -32.12746, -26.73577], [3.99229, -33.30829, -26.69110], [3.55299, -33.67070, -28.11072], [2.78458, -33.16042, -25.76351], [3.45201, -33.20173, -24.42665], [4.63476, -34.16209, -24.61759], [4.74591, -34.47221, -26.10555], [6.13688, -29.79004, -27.38900], [4.65082, -28.91395, -27.79611], [5.09120, -30.18536, -28.77000], [3.39056, -31.06262, -27.52091], [3.99696, -30.29802, -26.04533], [5.43122, -32.25113, -25.75493], [5.67639, -32.24662, -27.55170], [4.44216, -33.92561, -28.67869], [3.07785, -32.78820, -28.52583], [2.90301, -34.49833, -28.11788], [2.17255, -34.05941, -25.96691], [2.27343, -32.23538, -25.98058], [2.91558, -33.50943, -23.55876], [3.80726, -32.16288, -24.16439], [4.54955, -35.09357, -24.03314], [5.57719, -33.67846, -24.26676], [4.18530, -35.36661, -26.41531], [5.77663, -34.60052, -26.41670], [-4.40700, -39.36992, -12.92351], [-5.70822, -39.34371, -12.23817], [-6.00927, -40.76531, -11.64950], [-7.04012, -40.96090, -10.62825], [-8.39789, -40.49555, -11.12372], [-6.75505, -40.25347, -9.23099], [-6.53474, -41.40035, -8.25727], [-7.33948, -42.56301, -8.82304], [-7.09598, -42.45936, -10.34476], [-3.61758, -39.18287, -12.25768], [-4.38588, -38.58766, -13.76848], [-4.34717, -40.24586, -13.54970], [-6.47287, -38.99613, -12.94434], [-5.67665, -38.65341, -11.42410], [-5.10529, -41.18392, -11.26450], [-6.35625, -41.35577, -12.52330], [-9.15369, -40.95614, -10.52024], [-8.63802, -40.71282, -12.17349], [-8.47258, -39.44411, -11.03686], [-7.56492, -39.50038, -9.17178], [-5.82328, -39.69224, -9.33216], [-6.88381, -41.12878, -7.28412], [-5.49546, -41.65617, -8.14978], [-8.37320, -42.58611, -8.50527], [-7.03545, -43.55490, -8.41381], [-7.86108, -42.83409, -10.97875], [-6.14140, -42.96054, -10.61182], [6.51959, -33.91888, -3.56858], [6.76998, -33.85363, -5.06254], [6.63756, -35.19942, -5.86141], [7.06426, -35.04365, -7.41608], [8.37005, -34.26974, -7.52183], [7.19697, -36.39739, -8.05531], [6.69228, -36.13136, -9.51334], [5.45097, -35.20356, -9.16513], [5.98381, -34.23470, -8.14217], [7.00262, -33.11279, -3.07264], [6.87501, -34.82055, -3.07194], [5.52390, -33.99863, -3.20255], [7.83364, -33.55743, -5.11145], [6.15180, -33.05105, -5.49638], [5.61283, -35.52251, -5.78253], [7.36189, -35.98623, -5.51229], [8.84570, -34.33318, -8.52596], [9.10052, -34.63899, -6.84083], [8.20057, -33.25577, -7.23579], [8.22114, -36.70935, -8.03366], [6.55971, -37.05702, -7.49781], [7.40233, -35.57641, -10.12488], [6.47008, -37.04865, -10.07958], [5.05932, -34.72009, -10.05858], [4.61534, -35.84650, -8.85290], [6.48818, -33.46747, -8.63891], [5.22121, -33.87849, -7.47692], [-14.39724, -22.78459, -16.24180], [-14.06135, -23.92716, -17.04649], [-12.71017, -24.06655, -17.63996], [-12.29783, -25.38174, -18.14688], [-11.21778, -26.23822, -16.99889], [-11.46942, -24.94346, -19.34690], [-11.46995, -26.02152, -20.26207], [-12.54930, -27.05022, -19.87260], [-13.17932, -26.33853, -18.79673], [-18.41973, -26.61762, -24.32665], [-14.32285, -21.80426, -16.54742], [-14.44302, -22.98478, -15.08917], [-18.57100, -22.87019, -19.67815], [-14.54970, -24.94510, -17.10774], [-11.75065, -23.69522, -17.20068], [-13.00856, -23.24786, -18.52119], [-10.51368, -26.75634, -17.66070], [-11.65856, -26.78895, -16.17711], [-10.65828, -25.41096, -16.51185], [-10.34499, -25.00352, -19.26999], [-11.30862, -23.94295, -19.79309], [-10.65240, -25.80401, -21.10312], [-6.94135, -36.26242, -27.40974], [-4.51830, -42.58408, -2.16407], [-12.82727, -27.83096, -20.55577], [-14.06692, -26.61804, -18.19266], [-18.61331, -23.61228, -26.70988], [3.70615, -43.71838, -21.92712], [2.84833, -42.63129, -21.30454], [2.54296, -41.53331, -22.26832], [1.91466, -40.31101, -21.57711], [0.54575, -40.59853, -21.05859], [2.88453, -39.75485, -20.57632], [3.87032, -38.94374, -21.40913], [3.30100, -38.87553, -22.83594], [1.84668, -39.32308, -22.66596], [4.29698, -44.26891, -21.17908], [4.50471, -43.26920, -22.52881], [3.25053, -44.48178, -22.53388], [3.28040, -42.23123, -20.39598], [1.84470, -43.01924, -20.99761], [1.77656, -41.83872, -22.98349], [3.40243, -41.13910, -22.81458], [0.61186, -41.52291, -20.49067], [-0.18119, -40.61612, -21.86399], [0.29645, -39.80874, -20.34741], [2.35107, -39.16831, -19.86024], [3.43445, -40.48499, -19.99876], [3.91653, -37.98519, -20.87285], [4.86394, -39.43260, -21.53487], [3.49890, -37.86201, -23.12890], [3.80518, -39.47076, -23.61559], [1.27096, -38.44158, -22.35139], [1.43979, -39.83769, -23.52289], [10.70492, -33.25469, -18.27407], [11.20289, -31.93223, -18.43489], [12.70858, -31.98098, -18.83744], [13.48082, -31.18273, -19.91602], [13.57142, -31.91852, -21.20254], [14.87076, -31.08572, -19.37883], [15.06949, -29.79059, -18.68704], [13.71036, -29.12128, -18.84204], [13.00455, -29.72887, -20.00968], [10.16808, -33.58598, -17.26073], [11.30503, -34.08584, -18.60831], [9.74862, -33.17778, -18.93022], [10.81563, -31.02172, -18.18050], [8.85313, -32.30567, -22.19819], [12.80649, -32.96905, -19.20628], [13.32564, -31.92592, -17.85125], [12.60414, -31.99842, -21.72498], [14.02506, -32.90738, -21.21114], [14.19243, -31.38864, -21.85913], [15.66955, -31.18314, -20.20588], [15.02567, -31.97934, -18.73330], [15.86529, -29.16438, -19.13573], [15.43216, -29.88808, -17.65593], [13.85673, -28.02704, -18.87369], [13.19762, -29.24246, -17.90050], [13.37800, -29.37633, -20.98299], [11.97952, -29.70912, -19.83702], [-1.25965, -30.85633, -22.10436], [-0.69448, -29.82463, -23.12587], [-1.21840, -28.40671, -22.88101], [-0.95425, -27.36907, -23.96880], [0.50019, -27.44436, -24.21948], [-1.26893, -25.91490, -23.47511], [-1.41341, -25.11627, -24.80459], [-1.72072, -26.23846, -25.84975], [-1.89359, -27.54264, -25.12666], [-1.06057, -30.39555, -21.13396], [-0.58850, -31.73344, -21.97654], [-2.26743, -31.15337, -22.13190], [-0.94713, -30.14032, -24.12544], [0.38382, -29.78561, -23.02261], [-0.79006, -27.99796, -21.96104], [-2.27741, -28.43506, -22.75996], [1.04117, -27.44930, -23.27932], [0.80658, -26.57824, -24.83619], [0.68449, -28.38515, -24.70202], [-0.41415, -25.68814, -22.82222], [-2.15246, -25.98852, -22.84763], [-0.54651, -24.55037, -24.98936], [-2.29287, -24.44991, -24.70081], [-0.98251, -26.27452, -26.61993], [-2.67110, -25.99684, -26.29506], [-1.51972, -28.29735, -25.78089], [-2.88191, -27.83116, -24.73535], [-2.58342, -30.85161, -18.38650], [-1.48248, -31.91303, -18.48577], [-0.39900, -31.34958, -17.49558], [0.87738, -32.08031, -17.38910], [1.56633, -32.21189, -18.66396], [1.74973, -31.44776, -16.37592], [2.86200, -32.43950, -16.13258], [2.03069, -33.76638, -16.13239], [0.67785, -33.42509, -16.73183], [-3.44619, -31.16598, -18.96633], [-2.26847, -29.90138, -18.87903], [-2.95798, -30.60793, -17.40435], [-1.21596, -31.94351, -19.54722], [-1.72461, -32.90237, -18.07197], [-0.87188, -31.19015, -16.48299], [-0.14464, -30.33413, -17.88148], [2.19341, -31.29780, -18.88604], [0.86388, -32.37535, -19.49659], [2.18069, -33.05379, -18.67989], [2.05953, -30.41394, -16.66011], [1.09587, -31.28498, -15.55179], [3.55940, -32.48988, -16.94415], [3.46535, -32.37128, -15.22495], [2.49918, -34.62667, -16.58471], [1.92335, -34.10240, -15.08757], [0.34596, -34.08148, -17.49910], [-0.13075, -33.16776, -16.02719], [4.68104, -25.56526, -15.73168], [3.40917, -25.15563, -14.96695], [2.12085, -25.22879, -15.84152], [0.80988, -24.74584, -15.27448], [-0.32131, -25.20504, -16.11794], [0.83155, -23.24710, -15.26600], [-0.25946, -22.83586, -14.26045], [-0.38382, -24.02683, -13.27222], [0.48899, -25.16026, -13.90132], [4.82032, -24.87202, -16.58260], [4.66705, -26.58586, -16.18300], [5.62378, -25.42429, -15.21556], [3.46010, -24.09992, -14.66691], [3.34106, -25.78570, -14.08149], [1.85679, -26.24593, -16.23305], [2.25522, -24.66065, -16.78817], [-0.23962, -24.84930, -17.18242], [-1.26991, -24.86986, -15.64892], [-0.42273, -26.28506, -16.14440], [0.76823, -22.77477, -16.19471], [1.77527, -22.98641, -14.90306], [-1.08673, -22.62582, -14.87869], [0.03463, -21.90757, -13.82382], [-1.44435, -24.27246, -13.19495], [-0.01501, -23.70674, -12.25780], [0.01779, -26.11082, -13.85743], [1.41853, -25.17860, -13.30372], [2.83746, -27.13439, -19.30255], [1.90657, -28.09847, -19.23911], [1.74235, -28.71423, -20.24542], [1.17448, -28.08056, -18.20519], [3.42067, -27.27494, -20.09206], [0.45408, -36.04763, -20.62340], [1.05536, -36.34053, -19.48959], [1.21664, -37.47064, -19.05893], [1.30652, -35.32523, -18.81005], [-0.05733, -36.73114, -21.07232], [1.13225, -31.87493, -12.56764], [0.00173, -31.84745, -13.07073], [-0.22256, -30.69626, -13.55456], [-0.76786, -32.85165, -13.17232], [1.46307, -32.74966, -12.75884]]}